(1)
Formula: C42H54N10O2SbSi3Sr
Source: OMol25
Level of theory: the ωB97M-V functional and the def2-TZVPD basis

```
! RIJCOSX wB97M-V def2-TZVPD def2/J DEFGRID3
* xyz -1 1
Sr -0.57 -1.47 0.86
O -1.29 -1.18 5.32
C -0.57 -1.66 4.39
N -0.92 -2.45 3.40
C -2.22 -3.03 3.52
C -2.59 -3.60 4.74
C -3.81 -4.23 4.92
C -4.69 -4.30 3.85
C -4.33 -3.77 2.63
C -3.09 -3.15 2.42
N -2.65 -2.72 1.14
C -3.50 -2.64 0.12
O -4.74 -2.74 0.08
C -2.89 -2.36 -1.24
C -3.50 -2.94 -2.36
C -3.07 -2.58 -3.62
C -2.07 -1.62 -3.74
C -1.52 -1.11 -2.59
N -1.90 -1.48 -1.36
C 0.86 -1.21 4.52
C 1.64 -1.82 5.51
C 2.89 -1.31 5.79
C 3.32 -0.18 5.10
C 2.49 0.34 4.13
N 1.29 -0.17 3.82
H -1.90 -3.53 5.56
H -4.06 -4.65 5.89
H -5.66 -4.77 3.97
H -5.01 -3.85 1.80
H -4.31 -3.64 -2.20
H -3.52 -3.03 -4.50
H -1.72 -1.29 -4.70
H -0.73 -0.37 -2.64
H 1.25 -2.68 6.04
H 3.51 -1.77 6.55
H 4.28 0.27 5.30
H 2.80 1.20 3.55
C 1.77 1.47 0.87
Sb 2.14 0.97 -1.18
C 1.61 -1.11 -0.82
C 1.31 -2.01 -1.94
C 1.77 -1.89 -3.27
C 1.46 -2.84 -4.21
C 0.70 -3.94 -3.84
C 0.30 -4.02 -2.52
N 0.58 -3.10 -1.60
Si 3.18 -1.89 -0.16
C 4.65 -1.74 -1.35
C 3.83 -1.22 1.47
C 2.97 -3.74 0.10
C 0.58 2.39 -2.16
C -0.90 2.12 -2.00
C -1.82 2.53 -2.97
C -3.18 2.32 -2.78
C -3.60 1.71 -1.61
C -2.63 1.34 -0.70
N -1.32 1.52 -0.87
Si 0.79 4.06 -1.23
C 0.15 4.09 0.53
C -0.23 5.41 -2.06
C 2.58 4.62 -1.27
Si 1.14 2.47 -3.98
C 2.99 2.23 -4.21
C 0.82 4.09 -4.92
C 0.27 1.16 -5.01
H 2.14 0.63 1.46
H 0.71 1.58 1.07
H 2.30 2.37 1.16
H 2.40 -1.04 -3.53
H 1.81 -2.73 -5.23
H 0.43 -4.72 -4.55
H -0.30 -4.86 -2.17
H 4.95 -0.70 -1.49
H 4.40 -2.15 -2.34
H 5.51 -2.29 -0.97
H 4.18 -0.19 1.39
H 4.68 -1.83 1.77
H 3.08 -1.27 2.26
H 2.94 -4.28 -0.85
H 2.05 -3.99 0.64
H 3.82 -4.12 0.68
H -1.48 3.03 -3.86
H -3.88 2.63 -3.54
H -4.65 1.51 -1.42
H -2.92 0.85 0.22
H -0.53 3.27 0.75
H -0.40 5.03 0.67
H 0.95 4.07 1.27
H -1.27 5.11 -2.17
H 0.14 5.71 -3.04
H -0.21 6.30 -1.42
H 3.26 3.86 -0.87
H 2.69 5.52 -0.66
H 2.91 4.86 -2.28
H 3.57 2.71 -3.43
H 3.28 2.66 -5.17
H 3.28 1.18 -4.21
H 1.51 4.87 -4.59
H -0.19 4.48 -4.84
H 1.03 3.89 -5.97
H 0.41 0.16 -4.61
H -0.81 1.34 -5.09
H 0.68 1.18 -6.03
N -2.81 3.35 5.54
C -2.26 2.24 4.96
N -1.63 1.37 5.76
N -2.36 2.17 3.65
C -1.82 1.20 2.96
N -1.38 0.41 2.25
H -3.10 3.30 6.50
H -3.40 3.89 4.92
H -1.70 1.50 6.75
H -1.38 0.40 5.44
*
```

Values from the calculation:
LUMO energy = 0.0882 hartree
Max |F| = 1.2 eV Å⁻¹

***

(2)
Formula: C4H5N3O
Source: OMol25
Level of theory: the ωB97M-V functional and the def2-TZVPD basis

```
! RIJCOSX wB97M-V def2-TZVPD def2/J DEFGRID3
* xyz 0 1
C 0.20 -1.02 -1.53
C -0.39 0.60 0.15
C 0.68 0.32 1.80
C 0.02 -0.92 0.05
H -0.04 -1.81 -2.09
H 1.37 -0.75 -1.81
H 1.10 0.14 2.92
H 1.54 -1.58 1.55
H -0.88 -1.54 0.30
N -0.69 1.14 -1.01
N -0.05 1.38 1.46
N 0.85 -0.80 1.26
O -0.87 -0.06 -1.96
*
```

Values from the calculation:
LUMO energy = 0.0112 hartree
Max |F| = 9.7 eV Å⁻¹

***

(3)
Formula: C2H4CuO3
Source: OMol25
Level of theory: the ωB97M-V functional and the def2-TZVPD basis

```
! RIJCOSX wB97M-V def2-TZVPD def2/J DEFGRID3
* xyz 2 2
O -0.07 0.22 -1.36
C -0.32 0.48 -0.19
Cu 2.04 0.24 -0.32
O -0.30 -0.49 0.69
O 0.50 1.43 0.30
H 0.08 2.14 0.81
C -1.14 -1.65 0.47
H -0.46 -2.43 0.09
H -1.58 -1.87 1.44
H -1.94 -1.54 -0.26
*
```

Values from the calculation:
LUMO energy (alpha / beta) = -0.4496 / -0.5842 hartree
Max |F| = 4.8 eV Å⁻¹
Expectation value of S² = 0.77

***

(4)
Formula: C3H12N2O2
Source: OMol25
Level of theory: the ωB97M-V functional and the def2-TZVPD basis

```
! RIJCOSX wB97M-V def2-TZVPD def2/J DEFGRID3
* xyz 0 1
C -2.50 0.20 -0.02
C -1.59 -1.00 0.12
N -1.61 -1.92 -0.93
C -0.65 -1.03 1.06
N 0.22 -2.11 1.20
H -3.26 0.02 -0.79
H -3.00 0.42 0.92
H -1.92 1.08 -0.28
H -2.40 -1.93 -1.56
H -0.76 -2.37 -1.22
H -0.56 -0.13 1.67
H 1.05 -2.12 1.74
H -0.16 -3.03 1.06
O 2.63 3.67 1.04
H 3.15 4.00 1.77
H 2.15 2.88 1.32
O 2.32 1.24 -2.22
H 1.57 0.81 -1.80
H 2.94 0.53 -2.42
*
```

Values from the calculation:
LUMO energy = 0.0212 hartree
Max |F| = 1.2 eV Å⁻¹

***

So what do the calculations give for energy above the lowest of the compared OMol25 structures with the same formula, charge and spin? Going down the list: 42.9 609.7 0.0 153.3 kJ/mol.